No. 1
A structure of composition C44H52Cl2IrN7O3S. Source: the OMol25 dataset; level of theory: wB97M-V/def2-TZVPD.

Geometry as ORCA input:
```
! RIJCOSX wB97M-V def2-TZVPD def2/J DEFGRID3
* xyz 2 5
Ir 0.205 -0.198 -0.023
C 1.950 1.326 2.332
N 0.644 1.433 2.969
C 0.323 2.760 3.491
C -0.236 0.424 2.961
N -0.127 -0.530 2.004
C -0.464 -1.876 2.284
C -0.320 -2.481 3.531
C -0.635 -3.817 3.695
C -1.077 -4.574 2.612
C -1.183 -3.997 1.362
C -0.878 -2.647 1.189
N -0.854 -2.007 -0.058
C -1.694 -2.360 -1.061
N -2.989 -2.629 -0.829
C -3.687 -2.066 0.318
C -3.731 -3.629 -1.592
N -1.226 -2.396 -2.310
C 0.200 -2.562 -2.592
C -2.055 -2.060 -3.464
N -1.224 0.421 3.878
C -0.996 0.803 5.268
C -2.540 -0.135 3.605
H 2.697 1.783 2.980
H 1.953 1.854 1.373
H 2.211 0.283 2.173
H 0.704 3.500 2.788
H 0.787 2.937 4.462
H -0.752 2.881 3.573
H 0.050 -1.906 4.371
H -0.520 -4.279 4.666
H -1.311 -5.621 2.743
H -1.480 -4.593 0.508
H -3.202 -1.138 0.614
H -3.708 -2.757 1.163
H -4.710 -1.840 0.019
H -3.053 -4.203 -2.216
H -4.502 -3.175 -2.215
H -4.212 -4.309 -0.887
H 0.680 -3.148 -1.811
H 0.701 -1.598 -2.686
H 0.292 -3.097 -3.535
H -2.255 -2.933 -4.086
H -1.517 -1.327 -4.066
H -2.994 -1.622 -3.139
H 0.066 0.937 5.456
H -1.358 -0.004 5.907
H -1.529 1.717 5.531
H -2.685 -0.229 2.534
H -3.289 0.555 3.997
H -2.674 -1.110 4.077
Cl -2.781 2.789 1.466
C -4.130 3.595 0.712
C -5.161 4.068 1.504
C -6.239 4.694 0.898
C -6.291 4.832 -0.479
C -5.253 4.343 -1.257
Cl -5.326 4.511 -2.972
C -4.143 3.723 -0.677
N -3.090 3.226 -1.465
C -2.148 4.027 -2.084
C -2.153 5.413 -1.891
C -1.216 6.212 -2.516
C -0.254 5.655 -3.347
C -0.251 4.285 -3.552
C -1.185 3.457 -2.944
C -1.181 1.974 -3.259
C -0.651 1.172 -2.103
O 0.516 0.698 -2.098
O -1.385 0.973 -1.079
H -5.115 3.954 2.577
H -7.048 5.074 1.505
H -7.132 5.313 -0.958
H -2.899 2.242 -1.392
H -2.898 5.854 -1.242
H -1.237 7.282 -2.355
H 0.475 6.281 -3.841
H 0.482 3.846 -4.219
H -0.545 1.783 -4.121
H -2.197 1.635 -3.484
O 2.281 -0.805 -0.336
S 3.263 -0.370 -1.446
C 4.473 -1.709 -1.494
C 3.852 -2.994 -1.959
C 3.466 -3.948 -1.022
C 2.983 -5.180 -1.438
C 2.879 -5.463 -2.793
C 3.245 -4.507 -3.732
C 3.727 -3.275 -3.317
C 4.240 0.976 -0.712
C 5.238 0.631 0.357
C 6.559 1.032 0.194
C 7.510 0.739 1.161
C 7.149 0.029 2.296
C 5.834 -0.386 2.460
C 4.881 -0.085 1.499
H 4.903 -1.801 -0.500
H 5.245 -1.354 -2.182
H 3.576 -3.736 0.035
H 2.711 -5.928 -0.705
H 2.526 -6.433 -3.119
H 3.178 -4.731 -4.789
H 4.041 -2.543 -4.052
H 3.469 1.671 -0.369
H 4.728 1.446 -1.569
H 6.849 1.585 -0.692
H 8.533 1.062 1.024
H 7.889 -0.204 3.049
H 5.550 -0.949 3.340
H 3.864 -0.440 1.623
*
```

Calculated values
calculated total energy	-101750.2298	eV
HOMO energy (spin up / spin down)	-0.4257 / -0.4256	hartree

---

No. 2
A structure of composition C44H52F6N3O6SSeTe2Zr in a non-equilibrium geometry. Source: the OMol25 dataset; level of theory: wB97M-V/def2-TZVPD.

Geometry as ORCA input:
```
! RIJCOSX wB97M-V def2-TZVPD def2/J DEFGRID3
* xyz -2 2
Zr -0.105 0.700 -0.235
C 1.377 -2.080 -2.061
C 0.629 -2.318 -0.761
C 0.271 -3.784 -0.607
O -0.593 -1.522 -0.801
C 1.512 -1.811 0.402
O 2.256 -2.582 0.993
O 1.404 -0.552 0.649
H 0.764 -2.414 -2.896
H 2.304 -2.655 -2.035
H 1.613 -1.025 -2.202
H -0.257 -4.122 -1.502
H -0.359 -3.941 0.268
H 1.185 -4.361 -0.476
H -1.040 -1.637 0.065
O -3.503 0.802 -0.603
C -2.483 1.324 -0.833
Te -1.966 3.396 -1.317
C -1.834 -5.269 -5.824
C -1.643 -3.915 -5.193
C -0.636 -3.054 -5.608
C -0.470 -1.791 -5.049
C 0.655 -0.930 -5.555
C -1.335 -1.339 -4.029
Se -1.132 0.460 -3.370
C -2.344 -2.214 -3.596
C -3.317 -1.821 -2.524
C -2.480 -3.470 -4.180
H -1.048 -5.475 -6.552
H -2.794 -5.335 -6.344
H -1.816 -6.067 -5.077
H 0.048 -3.373 -6.390
H 1.194 -1.437 -6.358
H 1.355 -0.692 -4.750
H 0.283 0.030 -5.916
H -2.883 -1.107 -1.835
H -3.652 -2.697 -1.967
H -4.201 -1.341 -2.956
H -3.275 -4.121 -3.823
C 4.737 -0.407 2.634
N 3.655 0.437 2.158
C 3.464 1.705 2.624
S 1.953 2.259 3.013
N 4.586 2.484 2.696
C 5.697 2.324 1.769
H 4.358 -1.423 2.732
H 5.099 -0.073 3.610
H 5.584 -0.431 1.942
H 2.767 -0.035 2.009
H 4.352 3.430 2.951
H 6.540 1.799 2.226
H 6.038 3.309 1.451
H 5.375 1.774 0.886
C -2.764 -8.663 4.850
C -2.472 -7.248 4.428
C -3.373 -6.223 4.671
C -3.130 -4.914 4.261
C -4.146 -3.868 4.635
C -1.958 -4.605 3.551
Te -1.501 -2.602 2.803
N -1.211 -0.220 1.591
C -1.120 0.945 2.077
O -0.614 1.953 1.316
C -1.585 1.430 3.415
C -1.374 0.700 4.579
C -1.859 1.166 5.794
C -2.557 2.364 5.853
C -2.751 3.106 4.695
C -2.256 2.649 3.483
C -3.443 -2.236 2.039
C -4.117 -1.120 2.526
C -5.335 -0.734 1.995
C -5.894 -1.473 0.963
C -5.229 -2.585 0.479
C -3.995 -2.985 0.997
C -3.318 -4.185 0.389
C -1.016 -5.628 3.346
C 0.320 -5.418 2.674
C -1.290 -6.923 3.781
H -3.521 -8.692 5.635
H -1.867 -9.158 5.225
H -3.137 -9.257 4.011
H -4.292 -6.440 5.210
H -4.697 -4.182 5.524
H -4.864 -3.690 3.833
H -3.666 -2.911 4.842
H -0.823 -0.228 4.527
H -1.685 0.593 6.697
H -2.942 2.723 6.801
H -3.280 4.051 4.737
H -2.379 3.223 2.573
H -3.669 -0.536 3.321
H -5.832 0.150 2.374
H -6.838 -1.174 0.523
H -5.657 -3.153 -0.340
H -4.063 -4.871 -0.019
H -2.712 -4.728 1.112
H -2.663 -3.882 -0.432
H 0.550 -4.382 2.438
H 0.367 -5.974 1.734
H 1.121 -5.795 3.313
H -0.549 -7.699 3.605
C 2.246 2.528 -3.367
C 2.417 2.093 -1.905
O 1.397 1.280 -1.552
C 3.746 1.314 -1.789
F 3.770 0.302 -2.676
F 3.945 0.781 -0.586
F 4.827 2.085 -2.077
C 2.457 3.364 -0.973
F 1.381 3.408 -0.197
F 3.542 3.414 -0.162
F 2.486 4.514 -1.679
H 2.083 1.630 -3.958
H 3.105 3.084 -3.744
H 1.347 3.138 -3.438
*
```

Calculated values
calculated total energy	-171588.2618	eV
HOMO energy (spin up / spin down)	-0.0619 / -0.0619	hartree